# 1
One molecule with the formula C27H30N2O2S. Source: the Open Molecules 2025 dataset; level of theory: ωB97M-V/def2-TZVPD.

Output
SMILES: CN(Cc1ccccc1)C[C@@H](O)COc1ccc(CNCc2cc3ccccc3s2)cc1

```
! RIJCOSX wB97M-V def2-TZVPD def2/J DEFGRID3
* xyz 0 1
C -4.345 -1.108 1.743
N -3.487 -1.437 0.622
C -3.968 -0.902 -0.652
C -3.847 0.593 -0.811
C -4.814 1.449 -0.295
C -4.680 2.820 -0.422
C -3.584 3.354 -1.078
C -2.622 2.510 -1.606
C -2.750 1.139 -1.469
C -2.076 -1.189 0.895
C -1.269 -2.489 0.704
O -1.972 -3.589 1.217
C -0.934 -2.726 -0.785
O -0.239 -1.648 -1.369
C 1.114 -1.553 -1.211
C 1.904 -2.430 -0.477
C 3.275 -2.250 -0.436
C 3.893 -1.206 -1.108
C 5.388 -1.028 -0.994
N 5.854 -0.686 0.344
C 5.648 0.694 0.736
C 4.219 1.153 0.780
C 3.177 0.608 1.450
C 1.946 1.295 1.242
C 0.683 1.032 1.775
C -0.369 1.866 1.467
C -0.193 2.961 0.623
C 1.040 3.234 0.067
C 2.100 2.400 0.384
S 3.746 2.553 -0.152
C 3.095 -0.330 -1.835
C 1.727 -0.495 -1.883
H -5.369 -1.391 1.502
H -4.327 -0.042 2.008
H -4.027 -1.686 2.611
H -3.400 -1.387 -1.449
H -5.015 -1.204 -0.747
H -5.686 1.040 0.195
H -5.439 3.474 -0.016
H -3.486 4.425 -1.184
H -1.770 2.918 -2.129
H -1.999 0.486 -1.890
H -1.655 -0.411 0.254
H -1.961 -0.864 1.932
H -0.332 -2.416 1.268
H -2.904 -3.429 0.997
H -0.383 -3.667 -0.893
H -1.865 -2.817 -1.351
H 1.472 -3.259 0.061
H 3.876 -2.949 0.131
H 5.732 -0.248 -1.677
H 5.885 -1.966 -1.266
H 5.424 -1.309 1.021
H 6.202 1.325 0.033
H 6.099 0.818 1.727
H 3.262 -0.260 2.080
H 0.548 0.185 2.431
H -1.347 1.681 1.885
H -1.034 3.602 0.406
H 1.185 4.078 -0.589
H 3.550 0.490 -2.371
H 1.107 0.185 -2.446
*
```

natural (NBO) atomic charges, in units of e:
1. C -0.409
2. N -0.480
3. C -0.223
4. C -0.063
5. C -0.166
6. C -0.224
7. C -0.226
8. C -0.193
9. C -0.222
10. C -0.257
11. C 0.068
12. O -0.722
13. C -0.090
14. O -0.523
15. C 0.378
16. C -0.347
17. C -0.142
18. C -0.083
19. C -0.243
20. N -0.600
21. C -0.262
22. C -0.160
23. C -0.275
24. C 0.003
25. C -0.217
26. C -0.215
27. C -0.219
28. C -0.209
29. C -0.218
30. S 0.390
31. C -0.182
32. C -0.279
33. H 0.197
34. H 0.175
35. H 0.206
36. H 0.201
37. H 0.204
38. H 0.202
39. H 0.213
40. H 0.214
41. H 0.215
42. H 0.223
43. H 0.223
44. H 0.200
45. H 0.176
46. H 0.483
47. H 0.187
48. H 0.188
49. H 0.219
50. H 0.197
51. H 0.197
52. H 0.206
53. H 0.351
54. H 0.200
55. H 0.217
56. H 0.220
57. H 0.210
58. H 0.214
59. H 0.219
60. H 0.216
61. H 0.216
62. H 0.222


# 2
One molecule with the formula C27H30N4O5 at a distorted geometry. Source: the Open Molecules 2025 dataset; level of theory: ωB97M-V/def2-TZVPD.

```
! RIJCOSX wB97M-V def2-TZVPD def2/J DEFGRID3
* xyz 0 1
C -6.949 -0.486 -1.151
C -6.545 0.767 -0.635
C -5.260 1.254 -0.889
C -4.412 0.533 -1.730
C -3.055 1.074 -2.050
O -2.184 0.730 -0.937
C -0.833 0.947 -1.142
N -0.322 1.177 0.117
N 0.717 0.360 0.544
C 1.095 -0.713 -0.479
O 1.573 -0.526 -1.579
O 0.967 -1.950 0.056
C 1.728 -3.004 -0.665
C 0.900 -4.239 -0.833
C 0.620 -5.075 0.254
C 0.124 -6.369 0.026
C -0.169 -6.793 -1.274
C -0.129 -5.871 -2.328
C 0.387 -4.589 -2.099
O -0.310 1.038 -2.233
C -4.778 -0.716 -2.225
C -6.048 -1.220 -1.952
H -7.959 -0.877 -0.926
H -7.232 1.339 0.000
H -4.925 2.192 -0.444
H -2.647 0.680 -2.984
H -3.038 2.169 -2.099
H 1.937 -2.569 -1.620
H 2.648 -3.145 -0.073
H 0.788 -4.679 1.254
H -0.058 -7.009 0.893
H -0.529 -7.806 -1.428
H -0.497 -6.161 -3.320
H 0.357 -3.840 -2.900
H -4.057 -1.303 -2.799
H -6.361 -2.179 -2.361
C 0.514 5.149 3.092
C 1.295 4.940 1.790
N 1.166 3.674 1.055
C 0.896 3.896 -0.394
C 2.146 3.876 -1.284
C 1.340 2.431 1.639
C 1.796 1.163 0.861
N 2.689 0.272 1.580
C 2.506 0.030 2.888
C 3.379 -0.817 3.552
C 4.291 -1.551 2.805
C 4.312 -1.419 1.417
C 3.562 -0.446 0.808
O 1.274 2.341 2.857
H 0.564 6.217 3.370
H -0.549 4.929 2.926
H 0.909 4.582 3.946
H 0.913 5.689 1.078
H 2.364 5.156 1.957
H 0.213 3.102 -0.720
H 0.340 4.850 -0.497
H 1.849 3.353 -2.204
H 2.466 4.908 -1.505
H 2.976 3.351 -0.790
H 2.400 1.418 -0.112
H 1.831 0.684 3.455
H 3.343 -0.749 4.643
H 5.044 -2.154 3.280
H 4.962 -1.934 0.738
H 3.664 -0.077 -0.221
*
```

natural (NBO) atomic charges, in units of e:
1. C -0.225
2. C -0.209
3. C -0.201
4. C -0.030
5. C -0.098
6. O -0.522
7. C 0.819
8. N -0.631
9. N -0.348
10. C 0.899
11. O -0.583
12. O -0.514
13. C -0.104
14. C -0.058
15. C -0.186
16. C -0.215
17. C -0.211
18. C -0.201
19. C -0.200
20. O -0.672
21. C -0.210
22. C -0.200
23. H 0.213
24. H 0.210
25. H 0.218
26. H 0.201
27. H 0.179
28. H 0.231
29. H 0.186
30. H 0.215
31. H 0.216
32. H 0.216
33. H 0.219
34. H 0.224
35. H 0.215
36. H 0.208
37. C -0.613
38. C -0.194
39. N -0.438
40. C -0.235
41. C -0.636
42. C 0.728
43. C 0.043
44. N -0.277
45. C 0.125
46. C -0.243
47. C -0.113
48. C -0.248
49. C 0.080
50. O -0.653
51. H 0.204
52. H 0.216
53. H 0.225
54. H 0.200
55. H 0.184
56. H 0.267
57. H 0.196
58. H 0.239
59. H 0.205
60. H 0.197
61. H 0.196
62. H 0.306
63. H 0.246
64. H 0.235
65. H 0.242
66. H 0.265


# 3
One molecule with the formula C27H30N4O6S. Source: the Open Molecules 2025 dataset; level of theory: ωB97M-V/def2-TZVPD.

Output
SMILES: CCOc1cc(/C=N/NC(=O)CN(CCc2ccccc2)S(=O)(=O)c2ccc(NC(C)=O)cc2)ccc1O

```
! RIJCOSX wB97M-V def2-TZVPD def2/J DEFGRID3
* xyz 0 1
C -6.507 0.014 2.525
C -6.720 1.374 1.872
O -6.706 1.308 0.456
C -5.508 1.262 -0.210
C -4.247 1.341 0.346
C -3.110 1.316 -0.469
C -1.805 1.406 0.150
N -0.756 1.403 -0.577
N 0.495 1.449 -0.055
C 0.919 1.331 1.233
O 0.213 1.390 2.215
C 2.435 1.154 1.322
N 2.941 0.380 0.207
C 4.266 0.729 -0.276
C 5.380 0.520 0.760
C 6.725 0.612 0.100
C 7.498 1.760 0.195
C 8.724 1.837 -0.444
C 9.187 0.767 -1.189
C 8.419 -0.382 -1.292
C 7.196 -0.458 -0.653
S 2.759 -1.296 0.475
O 3.022 -1.613 1.849
O 3.526 -1.963 -0.536
C 1.026 -1.521 0.125
C 0.102 -1.619 1.148
C -1.242 -1.757 0.850
C -1.657 -1.804 -0.481
N -2.989 -1.963 -0.850
C -4.107 -1.968 -0.062
C -5.366 -2.237 -0.854
O -4.098 -1.798 1.135
C -0.708 -1.716 -1.503
C 0.630 -1.571 -1.200
C -3.256 1.197 -1.849
C -4.513 1.107 -2.412
C -5.642 1.142 -1.608
O -6.875 1.044 -2.165
H -5.565 -0.431 2.212
H -6.502 0.127 3.605
H -7.314 -0.662 2.248
H -7.717 1.756 2.111
H -5.980 2.101 2.224
H -4.114 1.416 1.413
H -1.784 1.459 1.235
H 1.210 1.351 -0.767
H 2.661 0.673 2.281
H 2.891 2.148 1.315
H 4.246 1.768 -0.619
H 4.448 0.078 -1.133
H 5.244 -0.473 1.195
H 5.294 1.262 1.556
H 7.143 2.598 0.778
H 9.319 2.735 -0.359
H 10.144 0.826 -1.686
H 8.778 -1.220 -1.871
H 6.593 -1.352 -0.729
H 0.443 -1.588 2.170
H -1.971 -1.824 1.639
H -3.142 -2.037 -1.847
H -6.228 -2.139 -0.201
H -5.337 -3.250 -1.251
H -5.458 -1.537 -1.681
H -1.027 -1.757 -2.534
H 1.381 -1.507 -1.970
H -2.370 1.180 -2.462
H -4.648 1.018 -3.479
H -7.526 1.114 -1.451
*
```

natural (NBO) atomic charges, in units of e:
1. C -0.652
2. C -0.060
3. O -0.539
4. C 0.287
5. C -0.263
6. C -0.120
7. C 0.053
8. N -0.258
9. N -0.447
10. C 0.658
11. O -0.603
12. C -0.347
13. N -0.684
14. C -0.217
15. C -0.473
16. C 0.077
17. C -0.247
18. C -0.204
19. C -0.224
20. C -0.190
21. C -0.249
22. S 2.311
23. O -0.937
24. O -0.942
25. C -0.377
26. C -0.148
27. C -0.279
28. C 0.273
29. N -0.630
30. C 0.706
31. C -0.720
32. O -0.613
33. C -0.256
34. C -0.159
35. C -0.185
36. C -0.277
37. C 0.257
38. O -0.666
39. H 0.246
40. H 0.216
41. H 0.208
42. H 0.192
43. H 0.174
44. H 0.226
45. H 0.212
46. H 0.409
47. H 0.248
48. H 0.235
49. H 0.204
50. H 0.236
51. H 0.231
52. H 0.208
53. H 0.206
54. H 0.212
55. H 0.213
56. H 0.212
57. H 0.221
58. H 0.250
59. H 0.265
60. H 0.401
61. H 0.241
62. H 0.233
63. H 0.237
64. H 0.212
65. H 0.239
66. H 0.232
67. H 0.226
68. H 0.499


What are the energy relative to the best compared isomer or geometry (same formula, charge and spin) values for these records? In order: 79.2, 835.3, 418.9 kJ/mol.
What are the molar mass values for these records? In order: 446.616, 490.560, 538.626 g mol⁻¹.
What are the energy values for these records? In order: -46396.2202, -44678.5649, -57566.5333 eV.